(1)
Here is a molecular structure, C37H39FMoN3OPS2 from the Open Molecules 2025 dataset. Energies are from ωB97M-V with the def2-TZVPD basis set.

**Expectation value of S²**: 2.331
**Spin multiplicity**: 3
**ΔE to the lowest compared entry with this formula, charge and spin**: 201.2 kJ/mol
**Charge**: +2
**E_HOMO (alpha / beta)**: -13.23 / -13.26 eV
**DFT total energy**: -81039.093 eV
**LUMO energy (alpha / beta)**: -7.68 / -6.76 eV

Atoms and positions in Å:
Mo1 0.257 0.920 -0.348
C1 2.066 -2.940 2.871
C2 0.940 -2.567 1.895
C3 1.439 -2.693 0.456
C4 0.277 -1.271 2.354
C5 -0.669 -1.404 3.354
C6 -1.311 -0.302 3.901
C7 -0.997 0.971 3.479
C8 -0.006 1.198 2.518
C9 0.426 2.668 2.330
C10 -0.792 3.607 2.303
C11 1.402 3.034 1.202
C12 0.595 0.047 1.944
N1 1.580 0.223 0.899
C13 2.919 0.277 1.251
C14 3.341 0.431 2.583
C15 4.683 0.487 2.887
C16 5.636 0.375 1.874
C17 5.247 0.202 0.553
C18 3.904 0.158 0.262
F1 3.511 -0.039 -1.001
H1 2.448 -3.934 2.634
H2 1.719 -2.946 3.904
H3 2.897 -2.237 2.794
H4 0.152 -3.316 2.010
H5 2.381 -2.174 0.288
H6 0.715 -2.339 -0.277
H7 1.618 -3.750 0.251
H8 -0.919 -2.398 3.705
H9 -2.054 -0.440 4.676
H10 -1.489 1.809 3.949
H11 0.982 2.906 3.243
H12 -1.539 3.280 1.579
H13 -0.479 4.618 2.043
H14 -1.280 3.675 3.272
H15 1.128 2.788 0.151
H16 2.410 2.662 1.356
H17 1.461 4.122 1.151
H18 2.600 0.500 3.370
H19 4.996 0.610 3.914
H20 6.689 0.414 2.118
H21 5.967 0.093 -0.247
N2 -2.786 0.363 -1.073
P1 -1.497 -0.735 -1.065
C19 -1.307 -1.553 -2.647
C20 -2.442 -1.953 -3.352
C21 -2.298 -2.632 -4.548
C22 -1.028 -2.929 -5.030
C23 0.100 -2.548 -4.319
C24 -0.036 -1.851 -3.126
C25 -2.142 -1.998 0.050
C26 -1.887 -3.347 -0.203
C27 -2.424 -4.316 0.629
C28 -3.225 -3.948 1.702
C29 -3.483 -2.607 1.954
C30 -2.937 -1.630 1.136
C31 -2.629 1.731 -1.162
C32 -3.702 2.541 -1.531
C33 -3.499 3.890 -1.678
C34 -2.223 4.420 -1.465
C35 -1.229 3.570 -1.077
N3 -1.418 2.239 -0.879
H22 -3.727 0.019 -1.204
H23 -3.436 -1.735 -2.979
H24 -3.175 -2.933 -5.106
H25 -0.920 -3.460 -5.966
H26 1.086 -2.782 -4.697
H27 0.847 -1.534 -2.586
H28 -1.291 -3.641 -1.057
H29 -2.234 -5.362 0.427
H30 -3.660 -4.709 2.337
H31 -4.116 -2.322 2.784
H32 -3.134 -0.585 1.342
H33 -4.665 2.092 -1.733
H34 -4.316 4.531 -1.980
H35 -2.015 5.470 -1.605
H36 -0.229 3.942 -0.907
C36 2.439 2.854 -4.517
O1 1.031 2.581 -4.647
C37 0.343 1.901 -3.754
S1 -1.230 1.575 -4.010
S2 1.312 1.273 -2.389
H37 2.685 3.455 -5.386
H38 3.009 1.926 -4.530
H39 2.637 3.412 -3.604

---

(2)
Here is a molecular structure, C37H39GeN4O3STc at a distorted geometry from the Open Molecules 2025 dataset. Energies are from ωB97M-V with the def2-TZVPD basis set.

**Expectation value of S²**: 3.784
**Spin multiplicity**: 4
**Charge**: +1
**E_HOMO (alpha / beta)**: -7.96 / -8.65 eV
**DFT total energy**: -120642.127 eV
**LUMO energy (alpha / beta)**: -1.83 / -6.39 eV

Atoms and positions in Å:
Tc1 -0.128 -0.213 0.507
C1 6.664 -5.163 0.591
C2 5.644 -4.076 0.454
C3 4.300 -4.311 0.288
C4 3.355 -3.264 0.415
C5 3.787 -1.967 0.503
C6 5.140 -1.689 0.592
C7 6.034 -2.732 0.631
S1 2.663 -0.646 0.428
O1 3.340 0.615 0.370
O2 1.650 -0.988 -0.638
N1 1.518 -0.743 1.673
C8 1.759 -0.369 2.974
C9 3.022 -0.518 3.574
C10 3.094 -0.156 4.906
C11 2.022 0.379 5.565
C12 0.819 0.512 4.885
N2 0.699 0.138 3.599
H1 7.023 -5.542 -0.416
H2 6.253 -6.025 1.076
H3 7.477 -4.734 1.189
H4 3.951 -5.311 0.034
H5 2.318 -3.526 0.456
H6 5.493 -0.662 0.703
H7 7.082 -2.516 0.879
H8 3.893 -0.962 3.036
H9 4.075 -0.221 5.386
H10 2.000 0.621 6.611
H11 -0.108 0.854 5.361
C13 0.017 1.597 0.244
Ge1 -0.871 2.367 -1.268
C14 0.276 1.861 -2.746
C15 1.620 1.605 -2.426
C16 2.495 0.971 -3.296
C17 2.075 0.674 -4.587
C18 0.773 1.034 -4.935
C19 -0.131 1.631 -4.060
C20 -2.718 2.060 -1.637
C21 -3.140 1.019 -2.492
C22 -4.449 0.943 -2.948
C23 -5.379 1.912 -2.567
C24 -4.970 2.940 -1.715
C25 -3.672 3.019 -1.231
C26 -0.569 4.338 -1.434
C27 -1.381 5.073 -2.279
C28 -1.592 6.443 -2.105
C29 -0.706 7.130 -1.273
C30 0.290 6.422 -0.558
C31 0.343 5.059 -0.643
H12 0.353 2.376 0.911
H13 2.047 1.979 -1.496
H14 3.498 0.785 -2.909
H15 2.732 0.226 -5.314
H16 0.461 0.871 -5.978
H17 -1.145 1.803 -4.376
H18 -2.389 0.284 -2.837
H19 -4.706 0.115 -3.600
H20 -6.431 1.792 -2.895
H21 -5.737 3.649 -1.337
H22 -3.402 3.843 -0.563
H23 -1.937 4.586 -3.125
H24 -2.350 7.020 -2.601
H25 -0.792 8.182 -1.143
H26 0.976 6.926 0.119
H27 1.064 4.536 -0.070
C32 -0.742 -3.098 1.757
N3 -1.834 -2.682 0.866
C33 -2.509 -3.804 0.181
C34 -3.936 -3.459 -0.272
C35 -4.597 -2.895 0.957
N4 -3.911 -1.664 1.466
C36 -4.554 -0.848 2.462
C37 -2.570 -1.577 1.246
O3 -2.009 -0.419 1.420
H28 -1.086 -3.871 2.419
H29 -0.452 -2.254 2.386
H30 0.124 -3.431 1.160
H31 -2.555 -4.599 0.930
H32 -1.813 -4.116 -0.541
H33 -4.377 -4.444 -0.627
H34 -3.987 -2.731 -1.109
H35 -4.652 -3.614 1.837
H36 -5.663 -2.607 0.811
H37 -5.599 -0.561 2.208
H38 -4.067 0.143 2.522
H39 -4.606 -1.329 3.460

---

(3)
Here is a molecular structure, C37H39N4O2P2S2Se2Ti at a distorted geometry from the Open Molecules 2025 dataset. Energies are from ωB97M-V with the def2-TZVPD basis set.

**Expectation value of S²**: 2.011
**Spin multiplicity**: 3
**Charge**: -1
**E_HOMO (alpha / beta)**: -2.88 / -4.12 eV
**DFT total energy**: -243118.004 eV
**LUMO energy (alpha / beta)**: 2.35 / 2.35 eV

Atoms and positions in Å:
Ti1 -0.196 0.431 -0.345
N1 1.861 -0.340 1.992
P1 0.190 -0.074 2.295
C1 0.444 0.404 4.067
C2 0.890 -0.505 5.026
C3 1.137 -0.091 6.328
C4 0.934 1.236 6.691
C5 0.480 2.142 5.746
C6 0.234 1.726 4.442
C7 -0.543 -1.741 2.553
C8 0.187 -2.922 2.537
C9 -0.441 -4.144 2.739
C10 -1.814 -4.195 2.945
C11 -2.553 -3.020 2.956
C12 -1.918 -1.801 2.766
P2 2.420 -0.136 0.353
C13 4.187 -0.674 0.636
C14 4.740 -1.598 -0.243
C15 6.084 -1.951 -0.153
C16 6.886 -1.374 0.816
C17 6.343 -0.446 1.701
C18 5.003 -0.096 1.609
C19 2.736 1.679 0.300
C20 3.135 2.194 -0.932
C21 3.473 3.534 -1.058
C22 3.413 4.371 0.048
C23 3.007 3.863 1.275
C24 2.676 2.524 1.401
H1 2.352 -1.016 2.562
H2 1.040 -1.544 4.759
H3 1.486 -0.809 7.062
H4 1.119 1.556 7.709
H5 0.316 3.176 6.026
H6 -0.124 2.437 3.704
H7 1.249 -2.904 2.321
H8 0.140 -5.058 2.719
H9 -2.306 -5.152 3.074
H10 -3.626 -3.052 3.099
H11 -2.499 -0.886 2.763
H12 4.105 -2.042 -1.004
H13 6.505 -2.670 -0.846
H14 7.935 -1.638 0.883
H15 6.970 0.014 2.456
H16 4.583 0.629 2.295
H17 3.168 1.536 -1.794
H18 3.776 3.927 -2.021
H19 3.664 5.421 -0.052
H20 2.942 4.517 2.138
H21 2.351 2.137 2.358
O1 -1.845 5.237 -4.032
C25 -0.784 4.282 -4.225
C26 -0.854 3.151 -3.192
C27 -2.304 2.620 -3.115
O2 -3.021 2.707 -4.360
C28 0.124 2.091 -3.718
Se1 0.273 0.346 -2.802
C29 -0.389 3.754 -1.861
Se2 -0.893 2.863 -0.174
H22 -1.483 6.124 -4.009
H23 0.192 4.770 -4.139
H24 -0.869 3.868 -5.232
H25 -2.839 3.140 -2.321
H26 -2.274 1.567 -2.856
H27 -3.122 3.643 -4.559
H28 1.131 2.511 -3.749
H29 -0.164 1.827 -4.736
H30 -0.808 4.756 -1.761
H31 0.699 3.836 -1.866
S1 -4.841 -0.293 0.157
C30 -3.230 -0.153 0.094
N2 -2.057 -0.135 0.071
N3 -2.214 -2.721 -1.463
C31 -0.941 -2.759 -1.878
S2 0.308 -2.238 -0.880
N4 -0.782 -3.238 -3.138
C32 0.395 -3.529 -3.863
C33 0.319 -3.434 -5.250
C34 1.403 -3.771 -6.042
C35 2.585 -4.207 -5.460
C36 2.660 -4.296 -4.078
C37 1.577 -3.962 -3.275
H32 -2.361 -2.162 -0.633
H33 -2.957 -2.664 -2.145
H34 -1.607 -3.190 -3.713
H35 -0.597 -3.072 -5.706
H36 1.323 -3.689 -7.119
H37 3.431 -4.481 -6.077
H38 3.572 -4.643 -3.605
H39 1.653 -4.028 -2.201

---

(4)
Here is a molecular structure, C37H40AlF32I2O10 at a distorted geometry from the Open Molecules 2025 dataset. Energies are from ωB97M-V with the def2-TZVPD basis set.

**ΔE to the lowest compared entry with this formula, charge and spin**: 0.0 kJ/mol
**Charge**: -1
**E_HOMO**: -5.30 eV
**DFT total energy**: -169254.576 eV
**LUMO energy**: 1.69 eV

Atoms and positions in Å:
C1 2.300 -1.650 -0.977
C2 2.459 -0.504 -0.608
Al1 2.788 1.394 -0.048
C3 1.648 1.869 1.536
C4 1.495 0.674 2.516
C5 2.386 2.517 -1.694
C6 0.968 3.092 -1.614
C7 0.410 3.578 -2.933
F1 0.709 2.769 -3.981
F2 0.941 4.813 -3.240
C8 -1.123 3.793 -2.948
F3 -1.548 4.134 -4.182
F4 -1.405 4.832 -2.114
C9 -1.999 2.609 -2.429
F5 -1.887 2.534 -1.090
F6 -3.292 2.905 -2.724
C10 -1.696 1.224 -3.058
F7 -0.486 0.778 -2.694
F8 -1.699 1.385 -4.402
C11 -2.777 0.140 -2.708
F9 -3.326 0.349 -1.498
F10 -3.771 0.238 -3.623
C12 -2.264 -1.327 -2.816
F11 -1.734 -1.456 -4.050
F12 -3.359 -2.114 -2.741
C13 -1.207 -1.910 -1.792
F13 0.023 -1.775 -2.286
F14 -1.477 -3.241 -1.700
C14 -1.226 -1.394 -0.324
F15 -0.982 -0.093 -0.238
F16 -2.431 -1.653 0.215
F17 -0.304 -2.058 0.365
C15 4.806 1.634 0.253
I1 5.368 1.077 2.248
C16 5.605 0.931 -0.880
C17 6.870 1.675 -1.286
I2 6.181 -1.083 -0.350
H1 2.218 -2.593 -1.468
H2 2.146 2.682 2.074
H3 0.641 2.186 1.247
H4 0.527 0.680 3.031
H5 2.263 0.697 3.290
H6 1.587 -0.296 2.019
H7 3.128 3.315 -1.804
H8 2.488 1.854 -2.557
H9 0.320 2.334 -1.177
H10 0.974 3.947 -0.937
H11 5.023 2.698 0.141
H12 4.953 0.781 -1.740
H13 7.668 1.539 -0.558
H14 6.666 2.746 -1.378
H15 7.226 1.326 -2.259
C18 1.999 -6.943 0.764
C19 1.542 -5.529 1.048
O1 2.131 -5.024 2.261
C20 3.366 -4.546 2.141
O2 4.037 -4.533 1.155
C21 3.822 -3.939 3.484
F18 3.522 -4.757 4.509
F19 3.211 -2.772 3.693
F20 5.136 -3.744 3.485
H16 1.782 -7.592 1.613
H17 1.482 -7.332 -0.114
H18 3.071 -6.976 0.575
H19 0.468 -5.492 1.221
H20 1.779 -4.855 0.225
C22 -5.948 -2.079 -0.683
C23 -5.655 -3.500 -0.265
O3 -6.733 -4.049 0.531
C24 -7.767 -4.528 -0.137
O4 -7.920 -4.569 -1.322
C25 -8.795 -5.106 0.856
F21 -9.003 -4.282 1.894
F22 -8.360 -6.277 1.342
F23 -9.966 -5.315 0.257
H21 -6.153 -1.458 0.191
H22 -5.091 -1.669 -1.205
H23 -6.813 -2.030 -1.344
H24 -4.781 -3.544 0.381
H25 -5.477 -4.146 -1.124
C26 -12.538 -3.806 1.840
C27 -12.014 -3.098 3.069
O5 -12.709 -1.848 3.281
C28 -13.878 -1.928 3.893
O6 -14.422 -2.914 4.296
C29 -14.467 -0.512 4.071
F24 -14.352 0.211 2.953
F25 -13.816 0.129 5.053
F26 -15.755 -0.579 4.398
H26 -12.469 -3.152 0.970
H27 -11.955 -4.703 1.648
H28 -13.582 -4.091 1.965
H29 -10.970 -2.825 2.941
H30 -12.098 -3.717 3.961
C30 11.695 -2.660 3.225
C31 11.897 -3.139 1.804
O7 11.181 -2.306 0.872
C32 11.778 -1.181 0.512
O8 12.855 -0.792 0.860
C33 10.878 -0.420 -0.484
F27 9.615 -0.409 -0.072
F28 10.935 -1.016 -1.686
F29 11.299 0.836 -0.625
H31 10.632 -2.610 3.461
H32 12.177 -3.347 3.920
H33 12.122 -1.668 3.367
H34 11.481 -4.135 1.665
H35 12.952 -3.164 1.532
C34 0.852 7.934 -2.403
C35 1.890 8.795 -3.084
O9 2.294 9.902 -2.245
C36 3.219 9.641 -1.334
O10 3.768 8.601 -1.131
C37 3.550 10.932 -0.556
F30 2.442 11.597 -0.207
F31 4.296 11.746 -1.322
F32 4.236 10.655 0.547
H36 -0.001 8.541 -2.095
H37 0.505 7.161 -3.084
H38 1.261 7.449 -1.517
H39 1.483 9.263 -3.978
H40 2.768 8.216 -3.370